A cluster of 7 separate species, C26H43N3O11S in total. Source: OMol25; level of theory: ωB97M-V/def2-TZVPD.

Results
LUMO   0.219 eV
Kohn-Sham gap   9.32 eV
Multiplicity   1
E_HOMO   -9.103 eV

XYZ file:
```
84
Properties=species:S:1:pos:R:3:lowdin_charge:R:1
N 3.3693 1.0329 -0.8663 0.2023
C 3.2286 0.1751 -1.6234 -0.3105
O 2.9382 -0.6561 -2.5818 0.0793
C 1.4804 -0.7148 -2.8805 -0.1964
O 1.4729 -0.9519 -4.2500 0.1205
C 1.9504 0.2745 -4.7482 -0.5030
O 2.6506 0.4084 -5.6785 0.2290
O 1.4551 1.2570 -3.9561 0.0981
C 0.8180 0.6438 -2.8156 -0.2054
C -0.6990 0.6505 -3.1700 -0.1540
C -1.1860 2.0763 -2.9061 -0.4390
S -2.9591 2.3541 -3.2950 0.9889
C -3.4814 0.7109 -3.6947 -0.7224
N -3.6463 0.1852 -4.8589 0.0604
N -4.0400 -1.1239 -4.6227 0.0517
C -4.0713 -1.2926 -3.3489 -0.1684
O -3.7334 -0.1517 -2.6818 0.0147
H 1.1262 -1.5266 -2.2534 0.1816
H 0.8747 1.1870 -1.8752 0.1543
H -0.7813 0.3711 -4.2203 0.1321
H -1.2273 -0.0942 -2.5689 0.1141
H -1.0529 2.3029 -1.8505 0.0822
H -0.6174 2.7507 -3.5384 0.0653
H -4.3092 -2.2068 -2.8118 0.0988
C 0.2619 5.7815 -3.0518 -0.0086
C -1.1544 5.8623 -2.5354 -0.4805
O -1.7937 4.8704 -2.2634 0.0221
C -1.7415 7.2410 -2.3705 -0.0190
H 0.5700 4.7411 -3.1241 0.0688
H 0.3249 6.2381 -4.0406 0.0906
H 0.9369 6.3006 -2.3697 0.0893
H -1.7590 7.7563 -3.3320 0.0872
H -1.1455 7.8180 -1.6617 0.0865
H -2.7585 7.1586 -1.9940 0.0834
C -1.7867 -3.1273 -0.3324 -0.0072
C -3.0275 -3.9207 -0.6624 -0.4675
O -3.7547 -3.5934 -1.5767 0.0453
C -3.3156 -5.1203 0.1918 -0.0144
H -1.6979 -2.2886 -1.0218 0.0639
H -1.8503 -2.7443 0.6870 0.0918
H -0.9041 -3.7621 -0.4270 0.0869
H -3.4426 -4.8134 1.2366 0.0513
H -2.4934 -5.8356 0.1171 0.0789
H -4.2321 -5.5966 -0.1511 0.0917
C -5.5113 -6.0281 4.6871 -0.0121
C -5.0484 -4.7931 3.9590 -0.4737
O -4.2294 -4.8556 3.0664 0.0319
C -5.6457 -3.4781 4.3861 -0.0150
H -5.0054 -6.9022 4.2825 0.0774
H -5.2783 -5.9436 5.7495 0.0912
H -6.5878 -6.1523 4.5621 0.0894
H -5.4181 -3.2892 5.4361 0.0889
H -6.7276 -3.4983 4.2488 0.0890
H -5.2273 -2.6752 3.7831 0.0835
C 4.8678 3.6458 3.0081 -0.0310
C 4.4655 2.1998 3.1511 -0.5017
O 3.7029 1.8326 4.0175 0.0553
C 5.0569 1.2298 2.1590 -0.0338
H 4.3753 4.2341 3.7802 0.0833
H 5.9488 3.7450 3.1211 0.0860
H 4.5702 4.0221 2.0336 0.0592
H 6.1456 1.2304 2.2398 0.0826
H 4.7637 1.5102 1.1476 0.0422
H 4.6871 0.2282 2.3693 0.0782
C 7.3965 6.4857 0.1562 -0.0211
C 6.0398 6.7500 0.7609 -0.4926
O 5.2383 5.8596 0.9270 0.0564
C 5.7282 8.1744 1.1497 -0.0222
H 7.4893 5.4271 -0.0758 0.0824
H 7.5150 7.0621 -0.7625 0.0852
H 8.1808 6.7652 0.8614 0.0854
H 5.7778 8.8205 0.2720 0.0847
H 6.4438 8.5234 1.8957 0.0855
H 4.7263 8.2238 1.5702 0.0815
C -1.8093 -7.1197 3.6936 -0.0226
C -1.3925 -8.4453 3.1067 -0.5014
O -1.5559 -9.4832 3.7043 0.0694
C -0.7620 -8.4175 1.7346 -0.0213
H -2.2453 -7.2842 4.6772 0.0811
H -0.9416 -6.4657 3.7965 0.0897
H -2.5534 -6.6425 3.0542 0.0580
H 0.1488 -7.8166 1.7537 0.0850
H -1.4606 -7.9934 1.0114 0.0698
H -0.5110 -9.4313 1.4310 0.0817
```



An isolated molecule of C23H21N3O3S. Source: OMol25; level of theory: ωB97M-V/def2-TZVPD.

Results
LUMO   -1.954 eV
Kohn-Sham gap   5.31 eV
Energy relative to the best compared isomer or geometry (same formula, charge and spin)   1829.18 kJ/mol
Multiplicity   1
E_HOMO   -7.263 eV

XYZ file:
```
51
Properties=species:S:1:pos:R:3:nbo_charge:R:1
C -2.5498 -3.5973 -3.2593 -0.6114
C -2.5929 -2.3078 -3.9976 -0.4178
C -1.3486 -1.5811 -3.7888 -0.4201
C -1.4048 -0.0631 -4.3901 -0.0242
O -0.0225 0.7449 -4.3114 -0.5019
C 0.1690 1.2995 -3.0502 0.2915
C -0.6825 1.4638 -1.9011 -0.2633
C 0.0305 1.6619 -0.6754 -0.1967
C 1.3276 2.1109 -0.6030 -0.2303
C 2.0402 2.1786 -1.9041 -0.0226
C 1.3526 1.5637 -2.9018 -0.3139
H 2.0878 1.5809 -3.7843 0.2367
H 3.2180 2.5941 -1.8834 0.2688
C 1.8640 2.4514 0.5914 0.6495
O 2.7609 3.4311 0.7926 -0.6413
N 1.6272 1.7432 1.6585 -0.4348
N 1.2198 0.5007 1.3203 -0.2696
C -0.0632 0.1007 1.9913 0.4279
N -0.6020 -1.2818 1.7031 -0.4629
C -0.1665 -1.9585 0.8761 0.2299
C -0.6281 -3.2079 0.6156 -0.2428
C -0.3468 -4.0118 -0.2433 -0.1897
C 0.9320 -3.8335 -0.9572 -0.2240
C 1.5400 -2.5376 -0.6650 -0.1926
C 1.2984 -1.9592 0.3352 -0.1939
C 1.8743 -0.5338 0.4695 0.6505
O 3.0537 0.0085 0.0249 -0.6415
H 2.5912 -2.5162 -1.1478 0.2357
H 1.3712 -4.3572 -1.6740 0.1963
H -0.7207 -4.9372 -0.6401 0.2260
H -1.6585 -3.5045 1.0968 0.1967
C -0.5911 0.8398 2.9662 -0.1851
C -0.5778 2.1353 3.3096 -0.1620
C -1.4241 2.6762 4.2336 -0.3070
C -2.3759 1.6641 4.5514 -0.1926
S -2.2365 -0.0052 3.7175 0.3221
H -3.0982 1.5486 5.2327 0.1960
H -1.7744 3.6783 4.6424 0.2688
H 0.2001 2.8017 2.9987 0.2531
H 2.2235 1.7090 2.5382 0.4298
H -0.7851 1.8858 0.0209 0.2226
H -1.8755 1.0385 -1.7938 0.2300
H -1.6225 -0.0738 -5.3393 0.1634
H -2.2315 0.6491 -3.9161 0.1755
H -0.4477 -1.9945 -4.0088 0.2177
H -1.0551 -1.3426 -2.7824 0.2095
H -2.7872 -2.3026 -5.0440 0.2102
H -3.3956 -1.6307 -3.5957 0.1973
H -3.3514 -4.3215 -3.3033 0.2165
H -1.7250 -4.1486 -3.4974 0.2057
H -2.2766 -3.5794 -2.1263 0.2140
```



A structure of composition C16H17N2O4S4V. Source: OMol25; level of theory: ωB97M-V/def2-TZVPD.

Results
LUMO (spin up / spin down)   2.457 / 2.444 eV
Kohn-Sham gap (spin up / spin down)   5.89 / 6.59 eV
Energy relative to the best compared isomer or geometry (same formula, charge and spin)   114.45 kJ/mol
Net charge   -1
Multiplicity   4
E_HOMO (spin up / spin down)   -3.435 / -4.146 eV

XYZ file:
```
44
Properties=species:S:1:pos:R:3:nbo_charge:R:1
V 0.2539 -0.0809 -0.0627 0.9426
S -3.5670 1.5106 1.6521 -0.2204
C -2.0914 0.8822 1.2064 -0.4621
S -1.8073 -0.8163 0.8639 -0.2848
S -0.6439 1.8389 0.9712 -0.2446
C -4.1638 -1.0511 -1.1140 -0.6481
C -3.2221 -0.8743 -2.2738 0.0420
C -2.1916 -1.7821 -2.5096 -0.2131
C -1.3058 -1.6039 -3.5542 -0.1996
C -1.4581 -0.5016 -4.3880 -0.3054
C -2.4826 0.4128 -4.1850 -0.1920
C -3.3528 0.2202 -3.1230 -0.2063
S -0.3336 -0.2593 -5.7033 2.3357
O -0.8557 0.7958 -6.5285 -0.9582
O 0.0610 -1.5180 -6.2737 -0.9579
N 0.9603 0.2551 -4.8717 -0.8937
C 1.0161 1.6561 -4.4481 -0.2135
C 1.7778 1.8029 -3.1544 -0.5104
C 1.1906 0.9522 -2.0650 0.7646
O -0.0568 0.8479 -1.9744 -0.6951
O 1.9601 0.3752 -1.2188 -0.7479
H -3.9913 -1.9963 -0.6015 0.2182
H -5.2031 -1.0193 -1.4513 0.2003
H -4.0162 -0.2527 -0.3824 0.2723
H -2.0713 -2.6261 -1.8411 0.2130
H -0.4998 -2.3052 -3.7279 0.2235
H -2.5784 1.2650 -4.8427 0.2324
H -4.1379 0.9440 -2.9366 0.2133
H 1.8035 -0.1732 -5.2332 0.4075
H -0.0054 2.0032 -4.3019 0.2349
H 1.4613 2.2797 -5.2273 0.1892
H 1.7164 2.8447 -2.8278 0.2385
H 2.8354 1.5566 -3.2630 0.2146
C 2.4597 -2.6270 3.2490 -0.1908
C 2.1912 -3.0913 1.9697 -0.2341
C 1.5816 -2.2469 1.0673 0.0170
N 1.2104 -0.9817 1.3665 -0.4607
C 1.4863 -0.5352 2.6089 0.0453
C 2.1024 -1.3251 3.5594 -0.2422
H 2.9271 -3.2681 3.9852 0.2112
H 2.4487 -4.0978 1.6689 0.2155
H 1.3583 -2.5859 0.0609 0.1971
H 1.1591 0.4748 2.8133 0.2341
H 2.2862 -0.9139 4.5433 0.2181
```



A cluster of 12 separate species, C20H64N6O12 in total. Source: OMol25; level of theory: ωB97M-V/def2-TZVPD.

Results
LUMO   0.209 eV
Kohn-Sham gap   9.14 eV
Energy relative to the best compared isomer or geometry (same formula, charge and spin)   221.80 kJ/mol
Multiplicity   1
E_HOMO   -8.928 eV

XYZ file:
```
102
Properties=species:S:1:pos:R:3:lowdin_charge:R:1
C -2.0029 -2.2524 3.3427 -0.1777
O -2.1923 -2.0419 1.9762 -0.1876
H -0.8762 -2.1786 3.5765 0.0729
H -2.2109 -3.2941 3.7324 0.0913
H -2.4516 -1.4325 3.9383 0.0817
H -1.8700 -1.1199 1.7620 0.0341
C 3.3918 1.3314 -0.6825 -0.1296
O 2.4805 0.9395 -1.6938 -0.1150
H 4.0487 0.5208 -0.4435 0.0510
H 2.9208 1.4613 0.2211 0.0380
H 4.0201 2.1527 -1.0290 0.0930
H 1.8704 1.6740 -1.7814 0.0265
C 1.2041 -1.9554 -2.3766 -0.1489
O 0.9837 -1.6091 -3.7249 -0.0903
H 2.1322 -1.5230 -2.0138 0.0762
H 1.2942 -2.9902 -2.0541 0.0757
H 0.4972 -1.4561 -1.7838 0.0282
H 1.8364 -1.5459 -4.1131 0.0846
C 1.6259 -1.0432 3.5242 -0.1709
O 0.6240 -0.0583 3.6654 -0.1164
H 2.2117 -1.0067 2.6182 0.0378
H 1.2770 -2.0243 3.4395 0.0294
H 2.3551 -1.0832 4.3517 0.0951
H 0.0871 0.0089 2.8346 0.0355
C 0.3365 0.2722 0.6678 -0.0913
O -0.8839 0.1245 1.3813 -0.1423
H 0.5959 1.2897 0.9522 0.0783
H 0.2406 0.2955 -0.4492 0.0850
H 1.1312 -0.4439 0.8074 0.0688
H -1.4397 0.8018 0.9647 0.0692
C -0.4335 3.9663 -1.7364 -0.6058
O 0.0810 2.7109 -1.8909 -0.1060
N -1.6693 4.2070 -1.3384 0.2120
N 0.2845 4.9790 -1.8505 0.1922
H -2.0316 3.3980 -0.8946 0.0574
H -1.9877 5.1532 -1.1965 0.1301
H 1.2911 4.8119 -2.0501 0.1658
H -0.0606 5.9203 -2.0408 0.1474
C -2.9240 -1.2150 -1.5047 -0.5768
O -1.8972 -2.1364 -1.3400 -0.0906
N -2.7354 -0.0963 -2.1431 0.1392
N -4.0849 -1.5084 -0.9707 0.1908
H -1.7645 0.1151 -2.5552 0.0445
H -3.5688 0.2710 -2.6052 0.1455
H -4.0039 -2.3255 -0.3889 0.1253
H -4.8936 -0.9499 -1.0507 0.1017
C -1.3140 1.1196 -4.2534 -0.5686
O -1.7124 2.4545 -4.3862 -0.1206
N -0.5785 0.6351 -3.2578 0.0991
N -1.4055 0.1809 -5.2170 0.1365
H -0.4811 1.3875 -2.5492 0.0538
H 0.1514 -0.1259 -3.3296 0.1099
H -1.9860 0.4511 -6.0864 0.1489
H -1.4939 -0.8431 -5.0083 0.1311
C 5.5107 -3.5157 -0.5312 -0.0275
C 4.1566 -3.4766 0.1919 -0.6326
C 3.9855 -2.0418 0.5823 -0.0498
O 3.2467 -3.8538 -0.5356 0.0233
H 6.3720 -3.1791 0.1006 0.0955
H 5.5189 -2.9211 -1.4279 0.0779
H 5.8428 -4.4405 -0.8562 0.0425
H 4.0222 -4.0974 1.0827 0.1573
H 4.7936 -1.8692 1.3005 0.0954
H 3.0132 -1.7387 0.9940 0.0488
H 4.1355 -1.3853 -0.2467 0.0481
H 2.4916 -4.2029 -0.1322 0.0224
C -0.3516 4.1307 2.0437 -0.0194
C 1.0177 4.3930 1.5038 -0.6716
C 2.0676 5.1443 2.4349 -0.0129
O 1.5455 3.4006 1.0532 0.0162
H -0.7755 5.1198 2.4373 0.1209
H -0.3178 3.3459 2.7232 0.0698
H -1.0393 3.8696 1.2635 0.0303
H 0.9691 5.1589 0.6651 0.1292
H 2.9871 5.2406 1.9625 0.0427
H 2.2331 4.7982 3.4881 0.0936
H 1.7235 6.1697 2.4807 0.0624
H 1.0070 3.1309 0.2861 0.0909
C -4.3271 0.6875 1.4158 -0.0278
C -3.8487 1.7077 0.3514 -0.5862
C -3.9627 3.1393 0.9072 -0.0325
O -2.6742 1.6193 -0.0975 -0.0594
H -4.0135 -0.3779 1.2964 0.0709
H -5.3183 0.6129 1.5361 0.0316
H -3.9802 0.9160 2.4160 0.0858
H -4.4750 1.4767 -0.5133 0.1339
H -3.1202 3.4807 1.5948 0.0914
H -4.9289 3.3029 1.4864 0.0993
H -4.0235 3.8419 0.0463 0.0724
H -2.7243 0.9746 -0.8434 0.0628
C -1.0717 -5.1711 0.8754 -0.0100
C 0.0442 -4.5154 0.0465 -0.6039
C 0.4956 -3.2195 0.6676 -0.0458
O 1.1055 -5.1923 0.1100 -0.0084
H -1.4016 -6.0477 0.3509 0.0654
H -1.9440 -4.5576 0.9865 0.0600
H -0.6122 -5.4186 1.8531 0.0985
H -0.2569 -4.3159 -1.0108 0.1505
H 0.8945 -3.4884 1.6559 0.1112
H -0.3073 -2.5265 0.6332 0.0467
H 1.1815 -2.6655 0.0245 0.0498
H 1.0941 -5.8181 -0.6190 0.1451
```



- The highest multiplicity belongs to which entry?
  C16H17N2O4S4V



- Which formula does entry 3 have?
  C16H17N2O4S4V



- Which formula does entry 4 have?
  C20H64N6O12



- The highest multiplicity belongs to which entry?
  C16H17N2O4S4V